(1)
C4H15NO2 | ωB97M-V with the def2-TZVPD basis set

Calculated values
expectation value of S² = 0.75
ΔE to the lowest compared entry with this formula, charge and spin = 25.0 kcal per mole
LUMO level (spin up / spin down) = -3.605 / -8.966 eV
spin multiplicity = 2
net charge = +1
HOMO-LUMO gap (spin up / spin down) = 0.353 / 0.156 Ha
HOMO level (spin up / spin down) = -13.22 / -13.22 eV

```
22
Properties=species:S:1:pos:R:3:forces:R:3:lowdin_spin:R:1
C 0.6046 -1.0252 -1.6477 0.004 1.699 0.446 0.12
C 1.5747 -1.2795 -0.5131 -1.430 -0.526 0.446 0.01
C 1.6477 -0.0973 0.4394 1.678 1.613 -0.188 0.01
C 1.1360 -2.5699 0.2204 1.163 0.610 0.919 0.00
N 1.0545 0.0683 -2.5148 0.166 -3.241 -1.211 0.73
H -0.4261 -0.8320 -1.3455 -0.046 -0.093 0.071 0.01
H 0.5785 -1.8837 -2.3468 -0.021 -0.093 -0.294 0.07
H 2.5318 -1.5503 -0.9461 0.403 0.366 -0.117 0.00
H 0.8015 0.0380 1.1129 0.050 -0.271 -0.095 0.00
H 1.8828 0.8999 -0.0212 -0.870 -0.706 -0.401 0.00
H 2.5976 -0.1183 0.9889 -0.458 -0.756 0.552 0.00
H 1.1561 -3.3877 -0.4956 -0.417 -0.307 0.337 0.00
H 1.9525 -2.7079 0.9410 -0.027 -0.482 -0.220 0.00
H 0.2722 -2.5124 0.9083 -0.089 0.106 -1.031 0.00
H 2.0157 -0.1380 -2.8099 0.427 1.065 0.517 0.02
H 0.5160 0.1679 -3.3774 -0.578 1.021 0.260 0.02
H -3.5449 2.2557 5.8722 0.179 -0.208 0.152 0.00
H -4.7409 2.3097 4.9937 -0.264 -0.142 -0.167 0.00
O -4.1051 1.6790 5.3427 0.093 0.354 0.007 0.00
H -2.3748 4.1598 -2.0442 -0.356 0.134 -0.518 0.00
H -2.3389 3.1993 -0.9578 -0.336 -0.423 0.245 0.00
O -2.7914 3.3247 -1.7996 0.731 0.282 0.289 0.00
```
Forces are in eV/Å.

---

(2)
C4H15NO2S | ωB97M-V with the def2-TZVPD basis set

Calculated values
expectation value of S² = 0.75
ΔE to the lowest compared entry with this formula, charge and spin = 27.4 kcal per mole
LUMO level (spin up / spin down) = 2.956 / 3.198 eV
spin multiplicity = 2
net charge = -1
HOMO-LUMO gap (spin up / spin down) = 0.074 / 0.314 Ha
HOMO level (spin up / spin down) = 0.94 / -5.34 eV

```
23
Properties=species:S:1:pos:R:3:forces:R:3:lowdin_spin:R:1
C 1.3814 -2.0863 1.0647 -1.346 -1.584 0.666 0.02
C 0.2511 -1.1088 1.4436 3.128 2.417 0.998 0.04
C 0.9726 0.3042 1.5519 -0.192 0.129 -1.257 0.04
S 0.2923 1.6111 0.4474 -0.241 0.426 0.468 0.19
C 0.5651 1.1287 -1.2715 -0.468 -0.301 -0.150 0.17
N 0.8340 -3.4718 1.1108 1.207 0.006 -0.356 0.01
H 1.8205 -1.8492 0.1142 -0.200 -0.046 -0.861 0.01
H 2.2896 -2.1208 1.7133 -1.005 0.582 0.157 0.00
H -0.5271 -0.8546 0.7473 -0.565 -1.145 -0.415 0.01
H -0.0737 -1.3607 2.4506 -0.564 -0.146 -0.158 0.01
H 0.8762 0.7648 2.5529 0.505 -0.288 -0.497 0.01
H 1.9985 0.2234 1.1401 -0.209 -0.056 1.102 0.00
H 1.5564 1.1985 -1.7205 0.200 -0.138 0.817 0.02
H -0.0689 1.8500 -1.8221 0.024 -0.306 0.188 0.07
H 0.1577 0.1309 -1.4543 -0.006 0.078 -0.121 0.03
H 0.6201 -3.7240 2.0715 -0.222 0.115 -0.364 0.00
H 0.0276 -3.5760 0.5137 -0.180 0.061 0.177 0.01
H 1.4753 2.1908 -3.2310 -0.286 0.083 -0.795 0.04
H 2.6433 2.2770 -4.3399 -0.729 -0.053 0.268 0.03
O 2.4115 2.3242 -3.4000 1.113 0.184 0.158 0.13
H -6.2709 2.7488 -0.0864 -0.432 -0.152 -0.509 0.03
H -6.4072 1.4523 0.5628 -0.307 -0.382 -0.232 0.02
O -6.8252 1.9474 -0.1590 0.773 0.517 0.715 0.10
```
Forces are in eV/Å.

---

- Look up the net charge of the first one.
  +1